# C7H14Br2O2

A single C7H14Br2O2 molecule in a non-equilibrium geometry (ωB97M-V/def2-TZVPD, OMol25).

Values from the calculation:
- Kohn-Sham gap (eV) = 10.31
- SMILES string = CC(C)(Br)[C@](C)(O)[C@@](C)(O)Br
- highest occupied orbital energy (eV) = -9.867

ORCA input file:
```
! RIJCOSX wB97M-V def2-TZVPD def2/J DEFGRID3
* xyz 0 1
C 0.657 2.252 -0.461
C -1.259 1.158 -1.644
C 1.349 -2.279 0.955
C -1.294 -0.933 0.869
C -0.436 1.239 -0.296
C 0.906 -1.263 -0.117
C 0.006 -0.145 0.492
O 0.330 -1.852 -1.256
O 0.674 0.227 1.691
Br 2.681 -0.397 -0.670
Br -1.760 2.067 1.054
H 1.146 2.518 0.500
H 0.230 3.222 -0.655
H 1.406 1.974 -1.271
H -1.768 0.139 -1.572
H -1.684 2.028 -1.899
H -0.607 1.182 -2.514
H 2.194 -2.834 0.587
H 1.346 -1.817 1.946
H 0.610 -2.943 1.185
H -1.488 -1.104 1.975
H -2.101 -0.422 0.390
H -1.438 -1.946 0.419
H 0.079 -1.141 -1.822
H 0.223 1.069 2.113
*
```

# C78H187N3O36

14 unconnected molecules or ions with the total composition C78H187N3O36 in a non-equilibrium geometry (ωB97M-V/def2-TZVPD, OMol25).

Values from the calculation:
- Kohn-Sham gap (eV) = 9.17
- highest occupied orbital energy (eV) = -8.717

ORCA input file:
```
! RIJCOSX wB97M-V def2-TZVPD def2/J DEFGRID3
* xyz 0 1
C 8.380 8.594 -0.714
O 8.117 8.146 -2.072
C 7.536 9.293 -2.856
C 5.997 9.062 -2.851
O 5.308 9.192 -1.624
C 5.145 10.418 -0.928
C 4.239 11.567 -1.601
O 4.798 12.016 -2.804
C 5.891 12.811 -2.680
H 8.853 7.765 -0.185
H 7.527 9.063 -0.224
H 9.185 9.325 -0.779
H 7.847 9.272 -3.901
H 7.825 10.270 -2.468
H 5.748 8.025 -3.077
H 5.424 9.584 -3.618
H 6.127 10.881 -0.836
H 5.005 10.251 0.140
H 3.967 12.326 -0.868
H 3.248 11.165 -1.813
H 5.930 13.605 -3.426
H 6.875 12.357 -2.563
H 5.884 13.354 -1.735
C 14.415 11.406 -5.381
O 14.945 12.335 -4.434
C 16.096 11.909 -3.678
C 15.790 10.809 -2.627
O 14.742 11.131 -1.735
C 15.031 12.191 -0.843
C 14.020 13.307 -0.995
O 14.107 14.287 0.097
C 13.119 15.328 0.095
H 13.991 10.611 -4.768
H 15.174 11.041 -6.073
H 13.688 11.720 -6.130
H 16.447 12.772 -3.113
H 16.928 11.592 -4.307
H 16.677 10.461 -2.096
H 15.504 9.901 -3.158
H 16.056 12.557 -0.892
H 15.057 11.756 0.156
H 13.013 12.889 -1.005
H 14.192 13.690 -2.001
H 13.353 16.151 0.771
H 12.140 14.950 0.390
H 12.996 15.940 -0.799
C 10.719 18.047 5.621
O 11.255 18.534 4.427
C 12.538 18.087 4.097
C 12.966 18.517 2.710
O 14.435 18.323 2.652
C 15.282 19.507 2.735
C 16.770 19.223 2.502
O 16.992 18.453 1.287
C 18.281 18.771 0.740
H 11.244 18.192 6.565
H 10.500 16.992 5.458
H 9.721 18.453 5.788
H 12.590 16.999 4.152
H 13.278 18.438 4.816
H 12.509 19.489 2.524
H 12.586 17.909 1.889
H 15.117 19.965 3.710
H 14.963 20.287 2.044
H 17.140 18.584 3.304
H 17.385 20.110 2.655
H 18.137 19.676 0.150
H 18.639 17.886 0.215
H 19.033 18.949 1.508
C 9.641 12.248 -2.506
O 10.710 13.103 -2.263
C 11.266 13.807 -3.345
C 11.510 13.032 -4.633
O 10.364 12.453 -5.212
C 10.483 11.736 -6.493
C 9.160 11.877 -7.286
O 8.030 11.191 -6.693
C 6.823 11.814 -7.204
H 10.081 11.285 -2.764
H 8.977 12.744 -3.214
H 9.093 12.166 -1.568
H 12.122 14.396 -3.015
H 10.632 14.611 -3.719
H 12.269 12.306 -4.341
H 12.042 13.706 -5.304
H 10.743 10.687 -6.352
H 11.222 12.179 -7.161
H 9.258 11.607 -8.338
H 8.981 12.951 -7.331
H 6.851 12.856 -7.523
H 6.094 11.641 -6.412
H 6.549 11.239 -8.089
C 11.671 26.945 0.408
O 12.395 26.882 1.588
C 12.204 25.701 2.394
C 12.189 24.382 1.605
O 13.461 24.138 1.050
C 13.598 22.955 0.199
C 13.000 23.184 -1.138
O 11.562 22.913 -1.012
C 10.751 23.599 -1.938
H 10.722 26.412 0.351
H 12.406 26.630 -0.333
H 11.484 27.980 0.122
H 11.273 25.766 2.956
H 13.013 25.619 3.119
H 11.371 24.325 0.887
H 11.967 23.557 2.282
H 13.207 22.041 0.647
H 14.649 22.796 -0.041
H 13.296 22.707 -2.072
H 13.123 24.233 -1.409
H 9.739 23.842 -1.615
H 10.560 22.926 -2.773
H 11.073 24.576 -2.298
C 2.183 16.137 0.521
O 3.070 15.819 -0.567
C 4.206 16.728 -0.711
C 5.031 16.312 -1.912
O 5.770 17.523 -2.243
C 6.833 17.338 -3.258
C 6.241 17.181 -4.703
O 5.470 15.994 -4.972
C 4.746 15.861 -6.243
H 2.186 17.220 0.644
H 2.434 15.795 1.525
H 1.189 15.940 0.119
H 4.859 16.740 0.161
H 3.880 17.757 -0.866
H 4.474 15.973 -2.786
H 5.698 15.490 -1.650
H 7.494 16.498 -3.042
H 7.415 18.249 -3.399
H 7.083 17.295 -5.385
H 5.747 18.133 -4.897
H 5.268 15.155 -6.888
H 4.804 16.788 -6.814
H 3.778 15.361 -6.209
C 9.185 13.449 5.427
O 9.271 13.519 3.970
C 10.588 13.786 3.489
C 11.138 12.448 3.015
O 10.414 12.145 1.894
C 10.771 10.995 1.108
C 10.522 9.655 1.854
O 9.173 9.291 2.051
C 8.294 10.274 2.559
H 9.596 14.301 5.968
H 9.800 12.578 5.651
H 8.170 13.256 5.775
H 11.237 14.268 4.220
H 10.416 14.455 2.646
H 10.798 11.701 3.733
H 12.209 12.411 2.817
H 11.793 11.052 0.732
H 10.252 11.054 0.152
H 11.009 9.657 2.830
H 11.007 8.904 1.230
H 8.635 10.681 3.511
H 7.356 9.743 2.719
H 8.109 11.024 1.790
C 7.509 23.803 -4.344
O 7.190 22.401 -4.229
C 6.976 21.871 -2.988
C 5.972 22.658 -2.045
O 4.825 23.162 -2.736
C 4.010 22.133 -3.365
C 2.492 22.591 -3.294
O 2.382 23.885 -3.846
C 1.019 24.296 -3.753
H 8.042 23.838 -5.295
H 8.088 24.239 -3.530
H 6.597 24.393 -4.427
H 7.909 21.709 -2.447
H 6.573 20.860 -3.051
H 6.525 23.502 -1.633
H 5.691 22.124 -1.138
H 4.016 21.174 -2.846
H 4.294 21.962 -4.403
H 2.272 22.674 -2.230
H 1.877 21.889 -3.857
H 0.521 23.993 -4.674
H 1.015 25.382 -3.662
H 0.563 23.768 -2.916
C 4.279 17.791 3.160
O 5.630 17.884 3.524
C 6.225 16.886 4.222
C 5.612 16.588 5.675
O 4.610 15.627 5.649
C 4.162 15.268 6.971
C 3.043 14.247 6.858
O 2.964 13.418 7.995
C 1.995 12.340 7.882
H 3.902 16.831 2.808
H 4.031 18.560 2.429
H 3.751 18.024 4.085
H 7.301 17.058 4.255
H 6.261 16.057 3.515
H 5.332 17.576 6.043
H 6.480 16.273 6.255
H 3.746 16.112 7.522
H 5.007 14.773 7.448
H 3.159 13.667 5.942
H 2.116 14.814 6.772
H 2.332 11.619 7.137
H 1.020 12.699 7.554
H 2.034 11.830 8.844
C 10.307 16.168 -7.382
O 10.869 16.593 -6.137
C 10.251 17.573 -5.409
C 10.252 18.995 -6.068
O 11.553 19.483 -6.407
C 12.503 19.657 -5.331
C 12.075 20.720 -4.306
O 11.602 21.930 -4.832
C 12.641 22.673 -5.488
H 10.429 16.984 -8.095
H 9.247 15.912 -7.371
H 10.780 15.308 -7.855
H 10.760 17.603 -4.446
H 9.294 17.131 -5.130
H 9.684 19.758 -5.536
H 9.825 19.005 -7.071
H 13.481 19.980 -5.689
H 12.785 18.750 -4.797
H 12.999 20.927 -3.767
H 11.401 20.248 -3.591
H 13.396 23.024 -4.785
H 12.170 23.538 -5.954
H 13.134 22.098 -6.272
C 9.878 19.230 -1.081
O 10.363 18.717 0.168
C 9.298 18.167 0.954
C 8.647 16.861 0.452
O 9.536 15.785 0.635
C 9.271 14.541 -0.045
C 8.198 13.682 0.701
O 6.901 14.249 0.497
C 6.054 13.929 1.588
H 9.625 18.359 -1.686
H 10.668 19.810 -1.558
H 8.970 19.815 -0.933
H 8.453 18.840 1.106
H 9.665 18.063 1.975
H 8.403 16.967 -0.605
H 7.716 16.699 0.996
H 10.168 13.922 -0.005
H 9.011 14.717 -1.088
H 8.557 13.699 1.731
H 8.124 12.621 0.461
H 5.683 12.947 1.295
H 5.214 14.622 1.641
H 6.573 13.897 2.546
C 13.720 19.279 -0.759
C 14.816 18.647 -1.541
C 15.954 19.612 -1.925
O 15.501 20.269 -3.104
C 16.452 21.003 -3.905
N 15.358 17.483 -0.907
H 13.503 20.262 -1.178
H 14.120 19.338 0.253
H 12.804 18.697 -0.655
H 14.401 18.286 -2.482
H 16.957 19.218 -2.090
H 16.190 20.351 -1.159
H 16.420 22.035 -3.555
H 16.053 20.957 -4.918
H 17.494 20.682 -3.910
H 14.649 16.991 -0.382
H 15.889 17.818 -0.115
C 8.882 21.955 1.871
C 7.839 21.779 2.929
C 6.522 20.989 2.593
O 5.730 21.706 1.575
C 4.467 21.177 1.492
N 8.478 21.065 3.977
H 9.175 21.006 1.422
H 9.775 22.502 2.174
H 8.577 22.603 1.049
H 7.532 22.741 3.339
H 5.984 20.812 3.525
H 6.803 20.028 2.162
H 4.152 21.003 2.521
H 4.401 20.264 0.901
H 3.879 21.961 1.014
H 9.041 20.310 3.614
H 7.962 20.727 4.777
C 2.344 13.317 2.884
C 2.616 11.862 2.643
C 3.581 11.123 3.538
O 4.997 11.446 3.348
C 5.822 11.465 4.522
N 1.351 11.192 2.431
H 1.713 13.654 2.062
H 3.260 13.896 2.777
H 1.832 13.428 3.840
H 3.008 11.886 1.626
H 3.614 10.097 3.170
H 3.273 11.208 4.580
H 6.193 10.491 4.841
H 5.367 12.040 5.328
H 6.626 12.143 4.237
H 0.728 11.701 1.820
H 1.430 10.213 2.193
*
```

# C2H10F3MnN2O3S

A molecular structure, C2H10F3MnN2O3S in a non-equilibrium geometry (ωB97M-V/def2-TZVPD, OMol25).

Values from the calculation:
- Kohn-Sham gap (alpha / beta) (eV) = 6.53 / 7.30
- <S²> = 3.767
- highest occupied orbital energy (alpha / beta) (eV) = -13.538 / -13.554

ORCA input file:
```
! RIJCOSX wB97M-V def2-TZVPD def2/J DEFGRID3
* xyz 1 4
C -1.207 2.319 0.568
Mn -0.309 -1.969 0.394
N 1.510 -1.657 -0.858
N -1.841 -0.993 -1.113
H 2.015 -2.423 -0.388
H -0.756 2.480 -0.395
H -0.573 2.746 1.314
H -1.306 1.255 0.750
H -2.200 2.770 0.642
H -2.425 -1.825 -1.296
H -1.473 -0.678 -2.015
H -2.484 -0.250 -0.821
H 1.464 -1.933 -1.826
H 2.194 -0.886 -0.812
F 4.144 1.039 1.971
C 3.186 0.250 1.461
F 2.659 0.870 0.343
F 3.745 -0.926 1.035
S 1.794 -0.124 2.636
O 2.421 -0.798 3.752
O 1.207 1.162 2.904
O 0.898 -0.992 1.797
*
```

# C3H5NO2S

A single C3H5NO2S molecule in a non-equilibrium geometry (ωB97M-V/def2-TZVPD, OMol25).

Values from the calculation:
- Kohn-Sham gap (eV) = 10.02
- SMILES string = CC(=O)NSC=O
- highest occupied orbital energy (eV) = -9.802

ORCA input file:
```
! RIJCOSX wB97M-V def2-TZVPD def2/J DEFGRID3
* xyz 0 1
C 0.655 -1.463 -1.904
C 0.754 -1.424 -0.304
C -1.129 1.848 0.814
H 0.676 -2.606 -2.315
H 1.310 -0.789 -2.514
H -0.378 -1.297 -2.117
H 0.329 -0.273 1.347
H -1.914 2.672 0.413
N 0.672 -0.158 0.265
O 0.838 -2.495 0.374
O -0.605 1.879 1.973
S -0.517 0.910 -0.443
*
```

# C14H16N2O3S2

A single C14H16N2O3S2 molecule (ωB97M-V/def2-TZVPD, OMol25).

Values from the calculation:
- Kohn-Sham gap (eV) = 8.98
- SMILES string = NC(=O)c1cc(S(=O)(=O)NCCCc2ccccc2)cs1
- highest occupied orbital energy (eV) = -8.956

ORCA input file:
```
! RIJCOSX wB97M-V def2-TZVPD def2/J DEFGRID3
* xyz 0 1
N 1.389 6.712 -2.273
C 0.988 5.762 -1.397
O 0.678 6.010 -0.252
C 0.956 4.381 -1.925
C 0.508 3.286 -1.237
C 0.606 2.099 -1.985
C 1.124 2.288 -3.227
S 1.502 3.929 -3.513
H 1.289 1.541 -3.978
S 0.153 0.487 -1.383
O 0.213 -0.433 -2.477
O -1.063 0.605 -0.631
N 1.452 0.202 -0.360
H 1.239 0.593 0.547
C 1.876 -1.184 -0.274
C 0.777 -2.128 0.218
C 0.264 -1.776 1.619
C -0.916 -2.640 1.964
C -2.170 -2.316 1.458
C -3.264 -3.115 1.735
C -3.117 -4.248 2.519
C -1.871 -4.577 3.024
C -0.776 -3.778 2.745
H 0.195 -4.038 3.143
H -1.751 -5.459 3.637
H -3.972 -4.871 2.737
H -4.234 -2.855 1.339
H -2.280 -1.431 0.847
H -0.058 -0.732 1.633
H 1.065 -1.909 2.350
H -0.053 -2.073 -0.489
H 1.159 -3.151 0.215
H 2.170 -1.469 -1.286
H 2.753 -1.223 0.378
H 0.111 3.343 -0.241
H 1.634 6.503 -3.224
H 1.421 7.666 -1.957
*
```

# C5H10NO4P

2 unconnected molecules or ions with the total composition C5H10NO4P in a non-equilibrium geometry (ωB97M-V/def2-TZVPD, OMol25).

Values from the calculation:
- Kohn-Sham gap (eV) = 9.02
- highest occupied orbital energy (eV) = -8.561

ORCA input file:
```
! RIJCOSX wB97M-V def2-TZVPD def2/J DEFGRID3
* xyz 0 1
C 0.588 1.453 -0.797
C -1.151 -0.768 1.806
C -1.539 -1.219 -0.611
C -0.562 -1.228 0.520
C 0.831 0.309 -0.177
N 2.036 -0.092 0.372
O -0.619 1.906 -1.235
O 1.644 2.306 -0.924
O 3.626 0.992 -1.897
O -2.549 -0.226 -0.600
P 3.217 1.706 -0.708
H -0.559 -1.063 2.599
H -2.253 -1.133 1.752
H -1.196 0.255 1.809
H -2.251 -2.168 -0.643
H -1.189 -1.279 -1.640
H 0.128 -2.030 0.744
H -0.709 2.816 -1.058
H 2.345 -0.949 -0.032
H 2.098 -0.073 1.396
H -1.936 0.486 -0.674
*
```